{"formula": "C64H176N16O16", "method": "ωB97M-V with the def2-TZVPD basis set", "species": ["C", "C", "C", "O", "C", "N", "H", "H", "H", "H", "H", "H", "H", "H", "H", "H", "H", "C", "C", "C", "O", "C", "N", "H", "H", "H", "H", "H", "H", "H", "H", "H", "H", "H", "C", "C", "C", "O", "C", "N", "H", "H", "H", "H", "H", "H", "H", "H", "H", "H", "H", "C", "C", "C", "O", "C", "N", "H", "H", "H", "H", "H", "H", "H", "H", "H", "H", "H", "C", "C", "C", "O", "C", "N", "H", "H", "H", "H", "H", "H", "H", "H", "H", "H", "H", "C", "C", "C", "O", "C", "N", "H", "H", "H", "H", "H", "H", "H", "H", "H", "H", "H", "C", "C", "C", "O", "C", "N", "H", "H", "H", "H", "H", "H", "H", "H", "H", "H", "H", "C", "C", "C", "O", "C", "N", "H", "H", "H", "H", "H", "H", "H", "H", "H", "H", "H", "C", "C", "C", "O", "C", "N", "H", "H", "H", "H", "H", "H", "H", "H", "H", "H", "H", "C", "C", "C", "O", "C", "N", "H", "H", "H", "H", "H", "H", "H", "H", "H", "H", "H", "C", "C", "C", "O", "C", "N", "H", "H", "H", "H", "H", "H", "H", "H", "H", "H", "H", "C", "C", "C", "O", "C", "N", "H", "H", "H", "H", "H", "H", "H", "H", "H", "H", "H", "C", "C", "C", "O", "C", "N", "H", "H", "H", "H", "H", "H", "H", "H", "H", "H", "H", "C", "C", "C", "O", "C", "N", "H", "H", "H", "H", "H", "H", "H", "H", "H", "H", "H", "C", "C", "C", "O", "C", "N", "H", "H", "H", "H", "H", "H", "H", "H", "H", "H", "H", "C", "C", "C", "O", "C", "N", "H", "H", "H", "H", "H", "H", "H", "H", "H", "H", "H"], "coordinates": [[-6.21131, -4.03976, 0.08035], [-5.21147, -2.90474, 0.02617], [-5.12452, -2.40847, -1.43690], [-4.01489, -1.55518, -1.49355], [-3.84774, -1.03079, -2.81213], [-5.60777, -1.81914, 0.96192], [-5.90094, -4.97225, -0.45667], [-7.16877, -3.69584, -0.34882], [-6.51929, -4.37757, 1.03620], [-4.14304, -3.13793, 0.24002], [-6.00129, -1.78306, -1.81646], [-4.91545, -3.22994, -2.19381], [-4.00867, -1.84068, -3.55880], [-2.81504, -0.77280, -2.95575], [-4.45983, -0.18223, -3.03096], [-6.44936, -1.32765, 0.70799], [-4.81110, -1.20448, 1.15018], [0.47914, 8.36327, 2.16096], [1.37687, 7.23737, 1.54134], [2.42390, 6.89669, 2.56762], [3.21284, 8.04016, 2.83137], [4.36266, 8.02993, 2.09361], [0.52021, 6.05122, 1.24059], [-0.16599, 7.95036, 2.92493], [-0.10561, 8.93580, 1.42054], [1.16193, 9.03739, 2.66449], [1.85967, 7.75801, 0.69439], [3.06838, 6.06238, 2.38044], [1.88060, 6.75315, 3.49773], [4.27796, 7.70601, 1.05714], [5.14013, 7.34802, 2.52803], [4.90754, 8.98559, 2.17688], [1.04473, 5.52870, 0.56568], [-0.24102, 6.46575, 0.75655], [0.21250, 2.92752, -4.61107], [-0.28353, 1.49226, -4.73918], [0.56713, 0.75265, -5.80924], [0.56310, 1.52862, -6.93826], [1.14439, 0.87389, -8.05077], [-0.14519, 0.76053, -3.50859], [1.27376, 2.95209, -4.40512], [-0.26891, 3.40405, -3.78370], [0.04621, 3.51832, -5.47901], [-1.31554, 1.58941, -5.15008], [0.10702, -0.20888, -5.94375], [1.59931, 0.66718, -5.39699], [0.59934, -0.07748, -8.19433], [2.23631, 0.76434, -8.01968], [0.93877, 1.46445, -8.92743], [-0.72409, 1.22960, -2.79945], [-0.47230, -0.20070, -3.66113], [2.91471, 0.60911, 7.29863], [2.76331, -0.30272, 6.07633], [1.30434, -0.77498, 6.13768], [1.17599, -1.87135, 5.17572], [-0.12341, -2.15019, 4.83498], [3.19379, 0.35873, 4.86532], [3.95605, 0.93945, 7.36958], [2.59189, 0.06173, 8.18757], [2.28135, 1.48781, 7.18284], [3.35523, -1.24458, 6.20582], [0.59118, 0.02005, 5.85481], [1.16441, -1.19885, 7.14955], [-0.82990, -2.27610, 5.61911], [-0.12966, -3.02961, 4.16451], [-0.52326, -1.32276, 4.19271], [3.21380, -0.16628, 4.00976], [2.75783, 1.26625, 4.69644], [1.00939, -5.59002, 0.33985], [1.71375, -6.21792, 1.55598], [3.23661, -6.24896, 1.44372], [3.61710, -6.93412, 0.27099], [5.01401, -6.98649, 0.17059], [1.43221, -5.50268, 2.82351], [1.60822, -5.76334, -0.56559], [0.86354, -4.54728, 0.48770], [-0.00402, -5.97241, 0.22211], [1.39267, -7.24279, 1.48107], [3.61671, -6.76562, 2.35502], [3.65513, -5.19846, 1.42308], [5.39105, -5.98334, -0.08745], [5.18415, -7.72335, -0.62516], [5.36471, -7.38500, 1.09582], [0.48148, -5.73913, 3.16998], [2.07261, -5.93912, 3.47297], [-0.97774, 6.07467, -2.43911], [-0.90521, 7.53487, -2.01735], [-1.75695, 8.32211, -2.97806], [-1.79082, 9.70211, -2.64217], [-2.62372, 10.44445, -3.56720], [-1.29417, 7.68943, -0.64082], [-0.65846, 5.74004, -3.42518], [-2.00636, 5.72186, -2.26891], [-0.33366, 5.54004, -1.76257], [0.08276, 8.01211, -2.01354], [-2.74766, 7.85097, -2.99205], [-1.29461, 8.21279, -3.97436], [-2.60078, 11.49607, -3.25440], [-3.67963, 10.08674, -3.51080], [-2.31624, 10.31488, -4.63943], [-1.18971, 8.67764, -0.39440], [-2.30710, 7.44744, -0.49878], [-1.66047, 3.09655, 3.94917], [-0.51166, 3.84920, 4.57584], [-0.05527, 3.29900, 5.96254], [-0.93200, 3.44245, 7.03433], [-1.20325, 4.80611, 7.37873], [0.69311, 3.99254, 3.76867], [-1.78815, 3.47512, 2.91484], [-2.52539, 3.21230, 4.59859], [-1.54319, 1.97576, 3.82142], [-0.93038, 4.86631, 4.72429], [0.85128, 3.87391, 6.21859], [0.30853, 2.23561, 5.92911], [-1.93695, 5.29547, 6.71544], [-0.26516, 5.41647, 7.45025], [-1.67944, 4.72301, 8.35636], [0.88455, 3.14469, 3.20887], [0.61136, 4.78181, 3.11719], [-4.09093, 2.73053, 1.38001], [-4.53284, 1.58463, 0.50554], [-4.60784, 2.02070, -0.97304], [-3.38477, 2.44254, -1.45969], [-3.44975, 2.96130, -2.79828], [-3.66619, 0.37319, 0.73312], [-4.73434, 3.58073, 1.27943], [-3.07829, 3.03310, 1.04179], [-4.14169, 2.43362, 2.41444], [-5.53598, 1.13548, 0.74018], [-5.25371, 2.95637, -1.05925], [-5.10128, 1.26403, -1.65530], [-4.10200, 3.82962, -2.85237], [-3.82832, 2.20852, -3.53323], [-2.45514, 3.22976, -3.09214], [-2.76002, 0.66696, 1.12581], [-3.49829, -0.11819, -0.11213], [-3.53089, -2.60738, 4.26727], [-4.22453, -1.37830, 4.93664], [-3.66657, -0.05992, 4.32560], [-4.33455, 1.06508, 4.89505], [-3.80169, 1.43818, 6.13555], [-5.68269, -1.50689, 4.81518], [-3.90589, -3.51759, 4.74330], [-2.44337, -2.57300, 4.28832], [-3.84920, -2.63506, 3.23315], [-4.01319, -1.36882, 6.01826], [-3.84633, -0.02962, 3.26553], [-2.59851, 0.02956, 4.58527], [-2.73839, 1.75931, 6.15879], [-3.85827, 0.70887, 6.93736], [-4.29736, 2.31714, 6.52044], [-6.18474, -0.68755, 5.16063], [-5.86985, -1.59741, 3.79444], [-3.24966, -6.33458, -5.36852], [-1.98936, -6.74157, -4.64645], [-2.19733, -6.56150, -3.08121], [-2.26218, -5.17770, -2.74948], [-2.58247, -5.03909, -1.40739], [-1.70897, -8.16766, -4.76894], [-3.12559, -6.55561, -6.42443], [-3.48563, -5.26103, -5.27595], [-4.14632, -6.94885, -5.09736], [-1.17020, -6.09594, -4.93269], [-1.37917, -6.93946, -2.51370], [-3.16126, -7.02499, -2.92662], [-1.79632, -5.45961, -0.81878], [-3.54175, -5.48365, -1.12836], [-2.76083, -3.96112, -1.19069], [-1.58606, -8.47095, -5.75377], [-0.80114, -8.38224, -4.31788], [3.91810, -2.66223, 0.08346], [4.08663, -2.32530, 1.63574], [4.88735, -1.01548, 1.80018], [6.15772, -1.26852, 1.38106], [6.87256, -0.03453, 1.26458], [2.77373, -2.04098, 2.25641], [2.93966, -3.10572, -0.13524], [4.67682, -3.31954, -0.30320], [4.03350, -1.76791, -0.48882], [4.63541, -3.13477, 2.13377], [4.88888, -0.76152, 2.84622], [4.34428, -0.21476, 1.20902], [6.42603, 0.56106, 0.44463], [7.90872, -0.27553, 1.04147], [6.83501, 0.42941, 2.24334], [2.85934, -1.94443, 3.27635], [2.03538, -2.75950, 2.13241], [-3.32602, -5.69687, 2.27092], [-3.04204, -7.12674, 2.67912], [-3.00893, -8.09627, 1.46906], [-1.76920, -7.85407, 0.75872], [-1.44955, -8.93660, -0.14652], [-1.78909, -7.19863, 3.46441], [-3.11924, -4.98835, 3.04686], [-4.32375, -5.53714, 1.81911], [-2.57096, -5.50463, 1.50956], [-3.88584, -7.61640, 3.18773], [-3.91696, -7.94049, 0.87798], [-3.05246, -9.12112, 1.87856], [-2.02365, -8.90343, -1.07336], [-1.72558, -9.87999, 0.33712], [-0.40805, -8.91772, -0.41918], [-1.99882, -6.73135, 4.36857], [-1.49236, -8.16446, 3.58720], [1.16258, -3.02466, -3.09252], [0.66399, -2.60561, -4.44784], [1.03402, -3.62463, -5.53931], [0.60650, -3.07577, -6.75995], [1.02855, -3.80347, -7.94600], [-0.76029, -2.30571, -4.43021], [0.68756, -2.31544, -2.39377], [2.25958, -2.92825, -3.03550], [0.82602, -4.02492, -2.81904], [1.20514, -1.67701, -4.74275], [0.51492, -4.56386, -5.35440], [2.12888, -3.83441, -5.52335], [2.07020, -4.09734, -7.90700], [0.92871, -3.12056, -8.77358], [0.49355, -4.74820, -8.09568], [-1.13501, -2.28475, -5.37311], [-1.25906, -2.96031, -3.78001], [0.18551, 2.08181, 0.46122], [-0.09631, 0.85832, 1.27675], [-0.37313, -0.31535, 0.36431], [-0.89946, -1.33408, 1.13577], [-1.28059, -2.40315, 0.28686], [0.86928, 0.67619, 2.33368], [0.12216, 2.99901, 1.06922], [-0.57410, 2.06007, -0.34630], [1.18019, 2.05343, -0.04105], [-1.05618, 1.09246, 1.76898], [0.44414, -0.62828, -0.24972], [-1.15917, -0.00454, -0.37349], [-2.18532, -2.14478, -0.26763], [-1.48535, -3.17446, 1.00167], [-0.50977, -2.64703, -0.42294], [1.73428, 0.34687, 1.93145], [0.49862, -0.08646, 2.87560], [4.79197, 1.62733, -1.81357], [3.69438, 1.15908, -2.80541], [4.29472, 0.12254, -3.75020], [4.58141, -1.09331, -3.04561], [5.17369, -2.15496, -3.77158], [2.55220, 0.67555, -2.05445], [5.54646, 2.14603, -2.40525], [5.31720, 0.76603, -1.39345], [4.40360, 2.24331, -0.98553], [3.43350, 2.04439, -3.39540], [5.19289, 0.52955, -4.20377], [3.62235, -0.00761, -4.60808], [5.09273, -3.02935, -3.16771], [6.25010, -1.93638, -3.89500], [4.72099, -2.29586, -4.77853], [2.78543, -0.24455, -1.60885], [1.71078, 0.54037, -2.64010], [2.85290, 6.30340, -2.64600], [3.37951, 5.03784, -2.03282], [4.34364, 5.32135, -0.87905], [5.63069, 5.45920, -1.39426], [6.63519, 5.69826, -0.45389], [2.23437, 4.30816, -1.47425], [3.73702, 6.82040, -3.00040], [2.21576, 6.89802, -1.98083], [2.29761, 6.04902, -3.56165], [3.96450, 4.43720, -2.74101], [4.34336, 4.55678, -0.11136], [4.03407, 6.26044, -0.38438], [6.65518, 4.92658, 0.31035], [6.49550, 6.68814, 0.03844], [7.54909, 5.62095, -1.04916], [2.48864, 3.32257, -1.35573], [1.44690, 4.20953, -2.09682]], "charge": 0, "orbital_gap_ev": 8.49, "de_lowest_kcal_mol": 39.15, "max_force_ev_per_a": 2.93, "energy_ha": -4623.622641, "lumo_ev": 0.4}